# 1
Below is the molecule C4H5N at a distorted geometry, with properties calculated with the ωB97M-V functional and the def2-TZVPD basis.

Results
E_LUMO	0.02833	Ha
ΔE to the lowest compared entry with this formula, charge and spin	2.928	eV
E	-5715.9187	eV

```
! wB97M-V def2-TZVPD RIJCOSX def2/J DEFGRID3
* xyz 0 1
C 0.3537 -1.1139 0.3560
C 0.0536 0.2674 -0.1286
C -0.8383 1.0923 0.4156
C 1.3905 0.9487 -1.6555
N 0.3184 0.4820 -1.6083
H -0.5296 -1.7451 0.2697
H 0.6745 -1.1124 1.3969
H 1.1421 -1.6252 -0.2024
H -1.5429 0.7323 1.1475
H -1.0218 2.0738 0.0091
*
```

Charges per atom according to Mulliken partitioning, unit e: atom 1 (C): -1.06, atom 2 (C): 0.63, atom 3 (C): -0.81, atom 4 (C): -0.06, atom 5 (N): -0.19, atom 6 (H): 0.28, atom 7 (H): 0.31, atom 8 (H): 0.34, atom 9 (H): 0.27, atom 10 (H): 0.30

# 2
Below is a 3-piece molecular cluster, CH2N4O2 overall at a distorted geometry, with properties calculated with the ωB97M-V functional and the def2-TZVPD basis.

Results
E_LUMO (alpha / beta)	0.02274 / 0.01376	Ha
ΔE to the lowest compared entry with this formula, charge and spin	0.387	eV
E	-11121.1225	eV

```
! wB97M-V def2-TZVPD RIJCOSX def2/J DEFGRID3
* xyz 0 3
C -0.5490 -1.4468 -1.2895
N 2.2680 0.4305 0.3079
N -1.8244 0.8899 1.3839
N 1.1321 0.3342 0.0836
N -0.7299 1.2680 1.5272
O 0.1545 -2.3167 -1.6422
O -1.3379 -0.6569 -1.0382
H 2.9964 1.1009 0.2662
H -2.1099 0.3970 0.4011
*
```

Charges per atom according to Mulliken partitioning, unit e: atom 1 (C): 0.74, atom 2 (N): -0.35, atom 3 (N): -0.20, atom 4 (N): 0.11, atom 5 (N): -0.10, atom 6 (O): -0.39, atom 7 (O): -0.41, atom 8 (H): 0.23, atom 9 (H): 0.36